Record 1
Computed, not measured: a structure of composition C24H15FMnN5O2S3, with ωB97M-V/def2-TZVPD.

```
51
Properties=species:S:1:pos:R:3:mulliken_spin:R:1
Mn -0.380 0.422 -0.500 4.693
O -1.082 -0.256 6.308 0.002
C -0.093 0.273 5.775 0.000
O 0.939 0.783 6.240 0.002
C -0.161 0.300 4.205 0.014
C 0.898 0.807 3.469 -0.018
C 0.818 0.806 2.082 0.087
N -0.264 0.309 1.462 0.176
C -1.288 -0.206 2.161 0.069
C -1.272 -0.206 3.547 -0.013
C -2.336 -0.761 1.290 -0.049
C -3.425 -1.496 1.741 -0.005
C -4.328 -2.009 0.832 0.011
C -4.119 -1.784 -0.523 0.008
C -3.005 -1.062 -0.903 0.022
N -2.132 -0.554 -0.036 -0.047
C 1.845 1.280 1.143 -0.059
C 3.082 1.785 1.530 -0.005
C 4.003 2.150 0.571 0.010
C 3.662 2.017 -0.770 0.007
C 2.412 1.523 -1.084 0.011
N 1.518 1.158 -0.169 -0.065
H 1.758 1.193 3.999 -0.001
H -2.091 -0.588 4.141 -0.001
H -3.542 -1.675 2.801 0.000
H -5.179 -2.586 1.167 0.000
H -4.796 -2.163 -1.275 0.000
H -2.785 -0.882 -1.949 -0.008
H 3.302 1.883 2.585 -0.001
H 4.975 2.530 0.856 0.000
H 4.346 2.302 -1.556 0.000
H 2.101 1.400 -2.115 0.000
F -0.916 1.564 -1.811 0.106
S -0.898 0.939 -7.176 0.001
C -0.205 0.090 -5.934 0.000
S -0.952 0.000 -4.362 0.008
C 0.455 -0.871 -3.716 0.002
N 1.361 -1.034 -4.617 0.006
N 1.008 -0.533 -5.852 0.000
C 1.961 -0.777 -6.883 0.000
C 1.645 -0.773 -8.240 0.000
C 2.625 -1.065 -9.177 0.000
C 3.920 -1.363 -8.789 0.000
C 4.234 -1.367 -7.438 0.000
C 3.268 -1.079 -6.490 0.000
S 0.537 -1.477 -2.121 0.036
H 0.645 -0.546 -8.561 0.000
H 2.366 -1.056 -10.229 0.000
H 4.677 -1.595 -9.528 0.000
H 5.242 -1.591 -7.111 0.000
H 3.500 -1.092 -5.437 0.000
```

Multiplicity ... 6
Lowest unoccupied orbital energy (alpha / beta) ... 1.400 / 1.157 eV
Relative energy (zero: lowest compared OMol25 entry of this formula, charge and spin) ... 25.5 kJ/mol
Total charge ... -1
Kohn-Sham gap (alpha / beta) ... 0.234 / 0.234 hartree



Record 2
Computed, not measured: a structure of composition C24H16Br2CoFN3O2S2, with ωB97M-V/def2-TZVPD.

```
51
Properties=species:S:1:pos:R:3:nbo_charge:R:1
Co -0.024 -0.280 0.604 1.031
Br 5.823 -2.841 -0.756 0.166
C 4.137 -2.093 -0.426 -0.025
C 3.379 -1.588 -1.478 -0.259
C 2.135 -1.055 -1.195 0.103
N 1.660 -1.013 0.049 -0.450
C 2.387 -1.501 1.071 0.183
C 3.641 -2.056 0.873 -0.241
C 1.679 -1.457 2.367 0.192
C 2.295 -1.601 3.599 -0.238
C 1.497 -1.562 4.736 -0.024
Br 2.273 -1.743 6.429 0.169
C 0.126 -1.382 4.608 -0.258
C -0.399 -1.210 3.341 0.109
N 0.352 -1.246 2.243 -0.458
H 3.746 -1.607 -2.492 0.260
H 1.500 -0.625 -1.957 0.254
H 4.212 -2.468 1.690 0.251
H 3.362 -1.728 3.677 0.251
H -0.518 -1.352 5.472 0.259
H -1.453 -1.028 3.195 0.230
F -1.960 -2.663 -5.327 -0.303
C -1.829 -2.382 -4.026 0.437
C -0.816 -3.015 -3.316 -0.281
C -0.694 -2.741 -1.971 -0.160
C -1.551 -1.818 -1.336 -0.137
C -1.458 -1.595 0.088 -0.378
C -2.549 -1.192 -2.103 -0.122
C -2.710 -1.489 -3.441 -0.277
H -0.174 -3.719 -3.824 0.242
H 0.058 -3.254 -1.387 0.211
H -1.128 -2.457 0.661 0.212
H -2.297 -1.066 0.547 0.214
H -3.220 -0.488 -1.631 0.224
H -3.480 -1.025 -4.038 0.247
O -0.623 1.375 1.805 -0.979
S 0.109 2.243 0.844 2.267
O 1.447 2.552 1.241 -0.888
N -0.010 1.371 -0.527 -0.930
C -0.733 2.038 -1.476 0.033
S -0.976 1.482 -2.981 -0.026
C -1.206 3.359 -0.976 -0.017
C -1.949 4.310 -1.665 -0.181
C -2.276 5.485 -1.007 -0.170
C -1.864 5.726 0.303 -0.181
C -1.108 4.790 0.996 -0.156
C -0.811 3.622 0.326 -0.367
H -2.250 4.122 -2.685 0.251
H -2.856 6.236 -1.524 0.233
H -2.131 6.658 0.777 0.234
H -0.766 4.971 2.003 0.241
```

Lowest unoccupied orbital energy (alpha / beta) ... -4.275 / -4.285 eV
Relative energy (zero: lowest compared OMol25 entry of this formula, charge and spin) ... 99.2 kJ/mol
Total charge ... +1
Kohn-Sham gap (alpha / beta) ... 0.249 / 0.249 hartree



Record 3
Computed, not measured: a structure of composition C24H16BrF9MgN4O5, with ωB97M-V/def2-TZVPD.

```
60
Properties=species:S:1:pos:R:3:nbo_charge:R:1
Mg 0.550 0.845 0.265 1.795
N 1.112 -0.903 1.525 -0.919
C 2.194 -0.453 2.449 -0.306
C 2.476 1.045 2.420 0.614
O 3.538 1.452 2.988 -0.786
N 1.510 1.739 1.861 -0.820
C 1.551 3.182 1.835 -0.344
C 0.538 3.746 0.812 0.790
O 0.100 4.860 0.929 -0.725
O 0.267 2.907 -0.104 -0.915
H 0.242 -0.750 1.945 0.399
H 1.187 -1.896 1.343 0.370
H 3.109 -1.021 2.235 0.201
H 1.935 -0.562 3.503 0.188
H 2.552 3.532 1.496 0.189
H 1.471 3.624 2.858 0.182
Br 6.619 -3.592 -1.545 -0.055
C 5.159 -2.428 -1.094 -0.178
C 5.430 -1.239 -0.342 -0.237
C 4.421 -0.309 -0.209 -0.283
C 3.115 -0.410 -0.898 0.467
O 2.339 0.566 -0.957 -0.780
C 2.924 -1.679 -1.571 -0.291
C 1.625 -1.953 -2.163 0.172
N 0.487 -1.562 -1.671 -0.448
C -0.739 -1.746 -2.294 0.161
C -1.139 -2.934 -2.807 -0.273
C -2.412 -3.055 -3.392 -0.202
C -3.234 -1.971 -3.491 -0.230
C -2.807 -0.698 -3.021 -0.110
C -3.592 0.483 -3.137 -0.158
C -3.160 1.564 -2.399 -0.241
C -1.885 1.604 -1.772 0.059
N -1.115 0.556 -1.764 -0.440
C -1.562 -0.571 -2.429 0.205
C 3.960 -2.618 -1.693 -0.155
H 6.318 -1.082 0.252 0.214
H 4.555 0.577 0.404 0.241
H 1.695 -2.480 -3.122 0.131
H -0.542 -3.805 -2.723 0.205
H -2.723 -4.018 -3.731 0.194
H -4.226 -2.077 -3.929 0.195
H -4.468 0.514 -3.745 0.198
H -3.798 2.447 -2.347 0.208
H -1.490 2.531 -1.269 0.275
H 3.883 -3.505 -2.269 0.195
F -3.729 -0.982 1.002 -0.320
C -3.389 -0.423 2.166 0.953
F -2.851 -1.436 2.938 -0.351
F -4.514 -0.054 2.751 -0.321
C -2.318 0.691 1.954 0.053
O -1.355 0.366 1.068 -0.923
C -1.801 1.016 3.415 0.945
F -1.322 2.239 3.500 -0.301
F -0.770 0.178 3.665 -0.334
F -2.679 0.840 4.418 -0.335
C -3.108 1.979 1.549 0.955
F -2.281 2.931 1.174 -0.283
F -4.042 1.717 0.582 -0.346
F -3.813 2.482 2.586 -0.345
```

Lowest unoccupied orbital energy ... 3.969 eV
Total charge ... -2
Kohn-Sham gap ... 0.227 hartree



Record 4
Computed, not measured: a structure of composition C24H17Cl3GeHgN3O5S, with ωB97M-V/def2-TZVPD.

```
55
Properties=species:S:1:pos:R:3:nbo_charge:R:1
Hg 1.268 -0.272 -1.027 1.466
C 4.491 1.591 -1.381 -0.252
O 3.632 0.873 -0.514 -0.519
C 3.755 1.098 0.830 0.282
C 4.803 1.823 1.379 -0.288
C 4.875 2.055 2.743 -0.206
C 3.894 1.554 3.580 -0.236
C 2.859 0.811 3.053 -0.216
C 2.759 0.560 1.680 0.140
N 1.735 -0.221 1.135 -0.422
N 0.856 -0.584 2.019 -0.157
C -0.230 -1.305 1.761 0.011
C -0.590 -1.869 0.483 0.436
O 0.234 -1.979 -0.482 -0.786
C -1.929 -2.361 0.315 -0.275
C -2.799 -2.428 1.347 -0.116
C -2.419 -2.036 2.663 -0.105
C -3.298 -2.188 3.744 -0.164
C -2.929 -1.818 5.013 -0.244
C -1.660 -1.275 5.229 -0.198
C -0.790 -1.097 4.181 -0.202
C -1.137 -1.478 2.876 -0.003
H 5.521 1.231 -1.299 0.176
H 4.445 2.664 -1.174 0.182
H 4.136 1.412 -2.394 0.221
H 5.582 2.212 0.745 0.218
H 5.697 2.634 3.137 0.207
H 3.939 1.744 4.642 0.208
H 2.092 0.409 3.695 0.228
H -2.208 -2.675 -0.680 0.226
H -3.806 -2.793 1.192 0.210
H -4.277 -2.612 3.557 0.203
H -3.610 -1.947 5.844 0.206
H -1.364 -0.997 6.233 0.206
H 0.185 -0.668 4.347 0.221
Cl 1.713 1.742 -4.399 -0.465
Ge 1.898 -0.293 -3.588 0.708
Cl 0.746 -1.433 -5.099 -0.461
Cl 3.972 -0.736 -4.306 -0.488
O -4.264 3.010 -1.839 -0.954
S -3.040 2.865 -2.588 2.277
O -2.780 3.899 -3.553 -0.943
N -1.767 2.631 -1.583 -0.791
C -1.294 1.429 -1.683 0.635
O -0.326 1.008 -0.981 -0.865
C -1.993 0.542 -2.680 -0.169
C -1.757 -0.788 -2.990 -0.189
C -2.529 -1.390 -3.974 -0.191
C -3.524 -0.685 -4.631 -0.205
C -3.776 0.646 -4.312 -0.222
C -3.001 1.227 -3.337 -0.209
H -0.989 -1.358 -2.483 0.232
H -2.344 -2.421 -4.238 0.213
H -4.108 -1.172 -5.398 0.208
H -4.548 1.211 -4.811 0.224
```

Lowest unoccupied orbital energy ... 1.132 eV
Relative energy (zero: lowest compared OMol25 entry of this formula, charge and spin) ... 86.6 kJ/mol
Total charge ... -1
Kohn-Sham gap ... 0.242 hartree



Record 5
Computed, not measured: a structure of composition C24H17Cl5DyN5, with ωB97M-V/def2-TZVPD.

```
52
Properties=species:S:1:pos:R:3:mulliken_spin:R:1
Dy 11.296 12.567 9.688 4.998
C 9.337 12.706 13.954 0.001
C 9.453 14.107 14.297 0.000
C 10.149 14.972 13.454 0.000
C 10.738 14.478 12.274 -0.006
N 10.548 13.180 11.876 0.006
C 9.949 12.315 12.764 -0.003
C 11.535 15.304 11.378 0.001
C 11.947 16.601 11.761 0.000
C 12.776 17.345 10.911 0.000
C 13.181 16.789 9.672 0.000
C 12.893 15.449 9.448 -0.012
N 12.020 14.720 10.215 0.000
C 13.554 14.667 8.439 0.007
C 14.595 15.236 7.661 -0.001
C 15.418 14.341 6.945 0.001
C 15.187 12.951 6.964 0.000
C 14.094 12.497 7.684 0.001
N 13.240 13.325 8.380 0.016
H 8.773 12.025 14.560 0.000
H 9.006 14.465 15.251 0.000
H 10.245 16.062 13.604 0.000
H 10.021 11.257 12.513 0.000
H 11.608 16.996 12.720 0.000
H 13.034 18.359 11.237 0.000
H 13.751 17.415 8.976 0.000
H 14.855 16.269 7.835 0.000
H 16.173 14.738 6.310 0.000
H 15.860 12.198 6.510 0.000
H 13.899 11.438 7.652 0.000
Cl 10.723 11.959 6.958 -0.004
C 9.190 12.434 7.768 -0.012
C 8.982 12.264 9.131 0.010
C 7.685 12.401 9.600 0.006
Cl 7.323 11.963 11.252 0.000
C 6.662 13.001 8.793 0.001
Cl 5.082 13.198 9.420 0.000
C 6.935 13.210 7.448 -0.002
Cl 5.695 13.457 6.290 0.000
C 8.281 13.195 7.017 -0.001
Cl 8.863 14.089 5.672 0.000
C 11.392 7.389 9.028 0.000
N 12.101 7.977 10.172 0.000
C 12.669 7.118 11.263 0.000
C 12.370 9.282 10.175 -0.006
N 12.286 10.473 10.038 0.000
H 10.484 8.022 8.875 0.000
H 11.106 6.373 9.228 0.000
H 11.975 7.450 8.111 0.000
H 11.939 7.141 12.068 0.000
H 13.587 7.629 11.601 0.000
H 12.840 6.150 10.930 0.000
```

Multiplicity ... 6
Lowest unoccupied orbital energy (alpha / beta) ... -6.952 / -6.920 eV
Relative energy (zero: lowest compared OMol25 entry of this formula, charge and spin) ... 170.8 kJ/mol
Total charge ... +2
Kohn-Sham gap (alpha / beta) ... 0.231 / 0.232 hartree